DFT (ωB97M-V/def2-TZVPD) results for 4 unconnected molecules or ions with the total composition C10H18O15S3 in a non-equilibrium geometry.

```
! RIJCOSX wB97M-V def2-TZVPD def2/J DEFGRID3
* xyz 0 1
C -15.037 23.563 20.607
C -16.486 23.668 20.986
C -17.478 23.239 19.887
O -18.421 22.437 20.577
C -17.954 22.130 21.819
O -18.516 21.426 22.588
O -16.763 22.735 22.036
H -14.737 24.310 19.874
H -14.936 22.550 20.205
H -14.384 23.612 21.479
H -16.758 24.683 21.296
H -16.906 22.774 19.077
H -18.040 24.075 19.474
O -9.015 23.378 22.962
S -8.795 23.785 21.635
O -7.485 23.799 21.115
O -9.786 22.983 20.693
C -10.798 23.821 20.096
C -10.792 25.080 20.960
O -9.440 25.231 21.381
H -10.473 24.075 19.087
H -11.724 23.256 20.091
H -11.391 24.905 21.858
H -11.102 25.955 20.401
O -14.438 20.691 18.058
S -14.477 21.308 16.789
O -13.307 21.475 16.027
O -15.615 20.636 15.922
C -16.862 21.326 16.097
C -16.441 22.784 16.180
O -15.186 22.750 16.886
H -17.558 21.039 15.321
H -17.217 21.021 17.088
H -17.111 23.429 16.738
H -16.210 23.178 15.188
O -14.753 28.294 18.183
S -14.231 27.596 19.280
O -13.468 26.417 19.067
O -13.488 28.614 20.239
C -13.531 28.135 21.580
C -14.806 27.270 21.669
O -15.379 27.273 20.344
H -12.662 27.506 21.777
H -13.527 28.978 22.262
H -15.568 27.691 22.321
H -14.650 26.233 21.962
*
```

For the total energy, the calculation gives -73877.3357 eV. The energy above the lowest of the compared OMol25 structures with the same formula, charge and spin comes out at 42.18 kJ/mol. The calculation puts the orbital gap at 0.41388 Eh. The largest force on an atom is 1.49 eV Å⁻¹.

The Mulliken scheme yields these atomic charges, measured in e: atom 1 (C): -1.450, atom 2 (C): 0.675, atom 3 (C): 0.244, atom 4 (O): -0.391, atom 5 (C): 0.619, atom 6 (O): -0.522, atom 7 (O): -0.411, atom 8 (H): 0.338, atom 9 (H): 0.503, atom 10 (H): 0.338, atom 11 (H): 0.072, atom 12 (H): -0.438, atom 13 (H): 0.386, atom 14 (O): -0.542, atom 15 (S): 1.117, atom 16 (O): -0.537, atom 17 (O): -0.330, atom 18 (C): -0.122, atom 19 (C): -0.084, atom 20 (O): -0.384, atom 21 (H): 0.298, atom 22 (H): 0.177, atom 23 (H): 0.204, atom 24 (H): 0.175, atom 25 (O): -0.524, atom 26 (S): 1.084, atom 27 (O): -0.538, atom 28 (O): -0.333, atom 29 (C): -0.293, atom 30 (C): -0.312, atom 31 (O): -0.219, atom 32 (H): 0.324, atom 33 (H): 0.248, atom 34 (H): 0.287, atom 35 (H): 0.308, atom 36 (O): -0.594, atom 37 (S): 1.072, atom 38 (O): -0.432, atom 39 (O): -0.332, atom 40 (C): -0.125, atom 41 (C): -0.086, atom 42 (O): -0.298, atom 43 (H): 0.093, atom 44 (H): 0.293, atom 45 (H): 0.363, atom 46 (H): 0.083